No. 1
{
  "formula": "C19H20N2O3S",
  "method": "ωB97M-V/def2-TZVPD",
  "elements": ["C", "O", "C", "C", "C", "C", "N", "C", "S", "C", "C", "C", "C", "C", "C", "O", "C", "C", "C", "N", "C", "C", "O", "C", "C", "H", "H", "H", "H", "H", "H", "H", "H", "H", "H", "H", "H", "H", "H", "H", "H", "H", "H", "H", "H"],
  "xyz": [[-7.9807, -1.2522, -0.3666], [-7.3235, -0.0789, 0.0399], [-5.9573, -0.0479, -0.0157], [-5.1515, -1.0934, -0.4478], [-3.7751, -0.9544, -0.4571], [-3.1719, 0.2303, -0.0414], [-1.8131, 0.4610, -0.0852], [-0.8869, -0.3750, 0.1149], [-0.9846, -2.0692, 0.7036], [0.7503, -2.1791, 0.6679], [1.3350, -1.0402, 0.2510], [2.7838, -0.8716, 0.1123], [3.5228, -1.8510, -0.5540], [4.8868, -1.7340, -0.6881], [5.5612, -0.6321, -0.1554], [6.9051, -0.6080, -0.3516], [7.6409, 0.4846, 0.1444], [4.8337, 0.3384, 0.5252], [3.4621, 0.2132, 0.6561], [0.4260, -0.0441, -0.0623], [0.7533, 1.2334, -0.6420], [0.5217, 2.3906, 0.3372], [1.1314, 3.5384, -0.2100], [-3.9912, 1.2854, 0.3719], [-5.3586, 1.1456, 0.3924], [-7.6960, -2.1097, 0.2524], [-7.7808, -1.4828, -1.4186], [-9.0442, -1.0548, -0.2388], [-5.5793, -2.0253, -0.7836], [-3.1671, -1.7711, -0.8161], [1.2307, -3.0802, 0.9868], [3.0113, -2.7012, -0.9790], [5.4623, -2.4831, -1.2081], [8.6744, 0.2976, -0.1427], [7.3075, 1.4280, -0.2995], [7.5758, 0.5514, 1.2351], [5.3212, 1.1955, 0.9619], [2.9223, 0.9661, 1.2090], [1.7995, 1.2318, -0.9509], [0.1198, 1.3954, -1.5187], [0.9659, 2.1470, 1.3149], [-0.5561, 2.5292, 0.4728], [0.8407, 4.3135, 0.2804], [-3.5314, 2.2101, 0.6851], [-5.9962, 1.9525, 0.7183]],
  "forces_ev_per_angstrom": [[-0.085, -0.160, -0.061], [0.213, 0.241, 0.080], [0.070, 0.029, -0.007], [-0.493, -0.055, 0.033], [0.247, 0.267, 0.115], [-0.392, -0.334, -0.002], [0.510, 0.628, -0.272], [-0.673, -0.763, 0.405], [0.013, 0.448, -0.228], [-0.075, 0.321, -0.070], [-0.124, -0.811, 0.282], [0.188, 0.122, -0.006], [-0.005, 0.160, 0.039], [0.272, 0.110, 0.079], [-0.168, -0.145, -0.043], [-0.243, -0.239, -0.102], [0.126, 0.199, 0.092], [0.339, 0.098, 0.004], [-0.090, -0.232, -0.084], [0.351, 0.061, -0.009], [0.032, 0.775, -0.076], [-0.171, -0.342, 0.221], [0.187, 0.291, -0.200], [-0.078, -0.211, 0.003], [-0.199, -0.130, -0.018], [0.000, 0.024, -0.034], [0.003, -0.005, 0.045], [0.063, -0.068, -0.028], [-0.086, -0.058, -0.022], [0.028, -0.055, -0.064], [0.247, -0.125, 0.061], [-0.056, -0.063, -0.069], [0.066, -0.093, -0.072], [-0.064, 0.058, 0.046], [0.003, -0.038, 0.028], [-0.010, 0.006, -0.046], [0.077, 0.061, 0.026], [-0.077, 0.108, 0.032], [-0.144, -0.030, -0.002], [0.090, -0.050, 0.045], [-0.059, -0.071, -0.101], [0.177, -0.035, 0.016], [0.002, -0.086, -0.066], [0.066, 0.092, -0.010], [-0.076, 0.097, 0.039]],
  "nbo_charge": [-0.250, -0.495, 0.281, -0.315, -0.182, 0.097, -0.564, 0.338, 0.294, -0.438, 0.163, -0.114, -0.171, -0.241, 0.299, -0.488, -0.253, -0.263, -0.178, -0.402, -0.233, -0.069, -0.724, -0.190, -0.247, 0.174, 0.173, 0.198, 0.216, 0.206, 0.242, 0.222, 0.226, 0.203, 0.178, 0.177, 0.216, 0.215, 0.227, 0.225, 0.146, 0.193, 0.473, 0.214, 0.221],
  "relative_energy_ev": 2.5538,
  "homo_lumo_gap_ev": 7.69,
  "smiles": "COc1ccc(/N=c2\\scc(-c3ccc(OC)cc3)n2CCO)cc1"
}

---

No. 2
{
  "formula": "C19H20N2O4",
  "method": "ωB97M-V/def2-TZVPD",
  "elements": ["O", "C", "C", "C", "C", "C", "O", "C", "C", "C", "C", "N", "O", "O", "C", "C", "C", "C", "N", "C", "C", "C", "C", "C", "C", "H", "H", "H", "H", "H", "H", "H", "H", "H", "H", "H", "H", "H", "H", "H", "H", "H", "H", "H", "H"],
  "xyz": [[3.1345, -0.0481, 0.7464], [2.1267, -0.7002, 0.9552], [0.7898, -0.1747, 0.5155], [0.4812, -0.1232, -0.8379], [-0.7094, 0.4362, -1.2644], [-1.5916, 0.9605, -0.3304], [-2.8188, 1.4639, -0.7430], [-2.9083, 2.7571, -1.1178], [-4.1690, 3.1947, -1.5416], [-4.3514, 4.4992, -1.9325], [-3.2738, 5.3823, -1.9042], [-3.4629, 6.7440, -2.3081], [-2.5019, 7.4858, -2.2683], [-4.5743, 7.0789, -2.6666], [-2.0178, 4.9559, -1.4862], [-1.8330, 3.6482, -1.0941], [-1.2816, 0.9390, 1.0224], [-0.0917, 0.3728, 1.4407], [2.1316, -1.8875, 1.6000], [0.9617, -2.7291, 1.7154], [0.6909, -3.5170, 0.4289], [1.7075, -4.6256, 0.1659], [3.1638, -4.1582, 0.1926], [3.6637, -3.8584, 1.6079], [3.4029, -2.4169, 2.0530], [1.1815, -0.5141, -1.5608], [-0.9602, 0.4747, -2.3136], [-4.9831, 2.4881, -1.5514], [-5.3149, 4.8562, -2.2617], [-1.2002, 5.6602, -1.4736], [-0.8609, 3.3112, -0.7672], [-1.9732, 1.3665, 1.7323], [0.1602, 0.3681, 2.4912], [0.0897, -2.1105, 1.9415], [1.1178, -3.4135, 2.5515], [-0.3060, -3.9578, 0.4945], [0.6880, -2.8165, -0.4083], [1.4917, -5.0591, -0.8131], [1.5788, -5.4179, 0.9079], [3.2848, -3.2739, -0.4354], [3.7797, -4.9523, -0.2342], [4.7413, -4.0217, 1.6595], [3.2001, -4.5605, 2.3043], [3.4503, -2.3550, 3.1474], [4.1658, -1.7522, 1.6403]],
  "forces_ev_per_angstrom": [[0.126, 0.195, -0.170], [-0.130, 0.130, -0.005], [-0.024, 0.245, -0.057], [0.044, 0.013, 0.159], [-0.292, 0.130, 0.037], [0.284, -0.116, 0.112], [0.042, -0.431, 0.117], [-0.062, 0.761, -0.208], [0.294, -0.256, 0.137], [0.133, 0.332, -0.056], [0.237, -1.253, 0.387], [-0.071, 0.603, -0.175], [0.152, 0.182, -0.013], [-0.200, 0.114, -0.080], [-0.302, 0.366, -0.171], [-0.077, -0.427, 0.098], [-0.245, 0.106, -0.220], [0.118, -0.061, -0.148], [0.183, -0.089, 0.198], [-0.527, -0.088, -0.323], [0.094, -0.232, 0.266], [-0.021, 0.268, -0.194], [-0.017, -0.278, 0.162], [-0.048, 0.177, -0.127], [0.416, -0.010, 0.144], [0.072, -0.038, -0.068], [-0.046, 0.001, -0.098], [-0.103, -0.065, -0.007], [-0.029, -0.010, -0.004], [0.025, 0.007, 0.004], [0.058, 0.017, 0.010], [-0.083, 0.043, 0.055], [0.011, -0.030, 0.109], [0.121, -0.162, 0.092], [-0.050, 0.055, 0.049], [-0.073, 0.035, -0.046], [-0.071, 0.009, -0.006], [-0.027, -0.081, 0.025], [0.000, -0.077, -0.004], [0.069, 0.036, -0.123], [0.029, 0.057, -0.048], [-0.006, -0.021, 0.094], [0.043, -0.065, 0.027], [0.057, 0.043, -0.076], [-0.102, -0.136, 0.144]],
  "nbo_charge": [-0.616, 0.669, -0.117, -0.172, -0.270, 0.342, -0.512, 0.422, -0.293, -0.144, -0.032, 0.531, -0.384, -0.385, -0.137, -0.333, -0.258, -0.196, -0.439, -0.221, -0.405, -0.392, -0.407, -0.414, -0.224, 0.227, 0.231, 0.232, 0.250, 0.250, 0.239, 0.229, 0.224, 0.218, 0.205, 0.211, 0.202, 0.210, 0.192, 0.204, 0.213, 0.221, 0.193, 0.193, 0.246],
  "relative_energy_ev": 4.6539,
  "homo_lumo_gap_ev": 9.07,
  "smiles": "O=C(c1ccc(Oc2ccc([N+](=O)[O-])cc2)cc1)N1CCCCCC1"
}

---

No. 3
{
  "formula": "C19H20N2O4S",
  "method": "ωB97M-V/def2-TZVPD",
  "elements": ["C", "O", "C", "C", "C", "C", "O", "C", "C", "S", "C", "N", "C", "C", "C", "C", "C", "C", "N", "C", "C", "C", "O", "O", "C", "C", "H", "H", "H", "H", "H", "H", "H", "H", "H", "H", "H", "H", "H", "H", "H", "H", "H", "H", "H", "H"],
  "xyz": [[-0.8174, 5.3106, -3.1112], [0.3275, 5.6767, -2.3836], [0.8230, 4.7912, -1.4667], [1.9610, 5.2046, -0.7715], [2.5403, 4.3858, 0.1692], [2.0013, 3.1282, 0.4464], [2.6618, 2.4091, 1.4128], [2.2167, 1.1158, 1.7329], [2.6573, 0.0965, 0.6827], [2.1445, -1.5859, 1.1245], [0.4451, -1.4657, 0.7754], [-0.1475, -0.3914, 0.3345], [-1.4684, -0.7389, 0.1916], [-2.5513, 0.0160, -0.2390], [-3.7822, -0.6063, -0.2839], [-3.9441, -1.9410, 0.0883], [-2.8792, -2.7071, 0.5232], [-1.6417, -2.0894, 0.5716], [-0.3935, -2.5294, 0.9569], [-0.0345, -3.8577, 1.3596], [0.2346, -4.7496, 0.1379], [0.4615, -6.1874, 0.5368], [1.3993, -6.8594, 0.2128], [-0.5326, -6.6552, 1.3041], [0.8706, 2.7135, -0.2403], [0.2878, 3.5425, -1.1896], [-0.6422, 4.4140, -3.7154], [-1.0299, 6.1511, -3.7703], [-1.6768, 5.1421, -2.4535], [2.3729, 6.1768, -0.9901], [3.4185, 4.6997, 0.7104], [1.1278, 1.0839, 1.8510], [2.6857, 0.8800, 2.6934], [3.7442, 0.0675, 0.6103], [2.2259, 0.3226, -0.2911], [-2.4241, 1.0483, -0.5221], [-4.6459, -0.0491, -0.6147], [-4.9265, -2.3856, 0.0353], [-3.0108, -3.7390, 0.8120], [-0.8545, -4.2778, 1.9481], [0.8631, -3.7991, 1.9816], [-0.6366, -4.7182, -0.5217], [1.1086, -4.3952, -0.4088], [-0.3698, -7.5823, 1.5394], [0.4191, 1.7493, -0.0620], [-0.5885, 3.1848, -1.7072]],
  "forces_ev_per_angstrom": [[-0.133, -0.047, -0.086], [0.243, 0.057, 0.170], [0.021, -0.081, 0.061], [-0.159, -0.035, -0.113], [-0.054, -0.178, 0.040], [-0.067, 0.133, -0.107], [0.144, 0.312, -0.137], [-0.137, -0.298, 0.141], [-0.296, 0.010, 0.085], [0.364, -0.092, 0.092], [0.000, 0.351, -0.085], [0.385, 0.064, -0.016], [-0.244, -0.686, 0.133], [0.077, -0.128, 0.057], [-0.130, 0.122, -0.062], [-0.089, -0.084, 0.005], [0.062, -0.169, 0.061], [-0.345, 0.595, -0.227], [0.091, 0.357, -0.001], [0.027, -0.422, -0.118], [-0.028, -0.036, 0.220], [0.320, 0.018, -0.296], [0.175, -0.077, -0.048], [-0.604, -0.020, 0.379], [0.247, -0.149, 0.351], [-0.088, 0.358, -0.284], [-0.015, 0.018, 0.034], [-0.033, -0.086, 0.023], [0.028, -0.014, -0.021], [0.062, 0.125, -0.018], [0.113, 0.054, 0.062], [0.156, 0.018, 0.010], [-0.110, -0.012, -0.139], [-0.027, -0.035, -0.023], [0.097, 0.033, -0.008], [0.014, 0.139, -0.038], [-0.072, 0.044, -0.027], [-0.072, -0.042, 0.001], [-0.050, -0.123, 0.025], [0.177, 0.092, 0.034], [-0.171, -0.055, 0.058], [0.020, 0.018, -0.007], [-0.070, -0.087, 0.010], [0.204, 0.136, -0.176], [0.054, -0.097, 0.063], [-0.087, 0.001, -0.076]],
  "nbo_charge": [-0.250, -0.498, 0.277, -0.228, -0.238, 0.260, -0.499, -0.081, -0.541, 0.258, 0.249, -0.545, 0.161, -0.216, -0.227, -0.217, -0.241, 0.089, -0.375, -0.206, -0.521, 0.791, -0.575, -0.696, -0.254, -0.308, 0.173, 0.198, 0.173, 0.222, 0.223, 0.199, 0.195, 0.238, 0.249, 0.219, 0.214, 0.215, 0.216, 0.228, 0.224, 0.241, 0.244, 0.503, 0.242, 0.214],
  "relative_energy_ev": 0.8651,
  "homo_lumo_gap_ev": 8.17,
  "smiles": "COc1ccc(OCCSc2nc3ccccc3n2CCC(=O)O)cc1"
}

---

Question: Which formula does entry 3 have?
Answer: C19H20N2O4S